[1]
Entry from OMol25: a single C4H10N2O molecule at a distorted geometry (ωB97M-V/def2-TZVPD).

The geometry in ORCA input format:
```
! RIJCOSX wB97M-V def2-TZVPD def2/J DEFGRID3
* xyz 0 1
C 0.04 -1.83 0.67
C -0.23 -0.59 0.30
C -1.70 -0.05 -0.68
O -2.25 1.06 -0.07
C 0.79 0.41 -0.20
N 2.16 0.02 -0.33
N 0.73 1.62 0.59
H -0.74 -2.50 1.01
H 1.05 -2.24 0.70
H -2.27 -0.97 -0.57
H -1.57 0.17 -1.74
H -2.32 0.86 0.87
H 0.33 0.59 -1.24
H 2.62 0.03 0.57
H 2.26 -0.89 -0.76
H -0.22 1.94 0.71
H 1.29 2.35 0.17
*
```

- Max |F|: 0.0865 hartree/bohr
- DFT total energy: -343.0602 Ha
- SMILES string: C=C(CO)C(N)N
- Energy relative to the best compared isomer or geometry (same formula, charge and spin): 370.92 kJ/mol
- Gap between HOMO and LUMO: 9.40 eV
- Highest occupied orbital energy: -8.78 eV
- E_LUMO: 0.62 eV

[2]
Entry from OMol25: a single C4H10N2O molecule at a distorted geometry (ωB97M-V/def2-TZVPD).

The geometry in ORCA input format:
```
! RIJCOSX wB97M-V def2-TZVPD def2/J DEFGRID3
* xyz 0 1
C -0.56 -1.46 0.27
N 0.21 -0.18 0.63
C 1.39 -0.41 1.55
C 0.60 0.76 -0.49
C -0.54 0.93 -1.52
N -1.75 1.31 -1.14
O -0.23 0.55 -2.67
H -0.10 -2.37 0.56
H -1.38 -1.14 0.99
H -0.97 -1.76 -0.68
H 1.25 0.11 2.48
H 2.31 0.15 1.23
H 1.79 -1.48 1.47
H 1.63 0.43 -0.88
H 0.88 1.75 0.01
H -2.64 1.29 -1.64
H -1.88 1.52 -0.17
*
```

- Max |F|: 0.1035 hartree/bohr
- DFT total energy: -343.0896 Ha
- SMILES string: CN(C)CC(N)=O
- Energy relative to the best compared isomer or geometry (same formula, charge and spin): 293.59 kJ/mol
- Gap between HOMO and LUMO: 9.33 eV
- Highest occupied orbital energy: -8.47 eV
- E_LUMO: 0.86 eV

[3]
Entry from OMol25: a single C4H10N2O molecule at a distorted geometry (ωB97M-V/def2-TZVPD).

The geometry in ORCA input format:
```
! RIJCOSX wB97M-V def2-TZVPD def2/J DEFGRID3
* xyz 0 1
N -1.82 -0.47 -1.77
C -1.69 0.65 -0.83
N -0.40 0.86 -0.17
C -0.08 -0.29 0.74
C 1.28 -0.06 1.37
C 2.47 -0.13 0.47
O 2.38 -0.09 -0.73
H -0.93 -0.66 -2.21
H -2.16 -1.29 -1.30
H -2.01 1.57 -1.30
H -2.47 0.54 -0.06
H 0.29 0.76 -0.92
H -0.16 -1.25 0.22
H -0.83 -0.22 1.51
H 1.40 -0.68 2.26
H 1.25 0.97 1.76
H 3.46 -0.21 0.95
*
```

- Max |F|: 0.0295 hartree/bohr
- DFT total energy: -343.1330 Ha
- SMILES string: NCNCCC=O
- Energy relative to the best compared isomer or geometry (same formula, charge and spin): 179.63 kJ/mol
- Gap between HOMO and LUMO: 10.07 eV
- Highest occupied orbital energy: -9.13 eV
- E_LUMO: 0.94 eV

[4]
Entry from OMol25: a molecular structure, C4H10N2O at a distorted geometry (ωB97M-V/def2-TZVPD).

The geometry in ORCA input format:
```
! RIJCOSX wB97M-V def2-TZVPD def2/J DEFGRID3
* xyz 0 1
C -0.90 -0.45 0.62
C 1.21 -1.40 -0.58
N -1.16 0.75 -0.27
C 0.56 -0.50 0.42
N -2.43 0.76 -0.75
C 1.11 0.75 0.81
O 2.37 1.16 0.38
H 2.46 0.97 -0.56
H 0.00 1.43 0.38
H -3.19 0.78 -0.06
H -2.52 1.24 -1.63
H -1.20 -0.25 1.66
H -1.42 -1.34 0.26
H 0.99 1.03 1.86
H 1.35 -0.92 -1.55
H 2.19 -1.72 -0.23
H 0.60 -2.29 -0.76
*
```

- Max |F|: 0.0241 hartree/bohr
- DFT total energy: -342.9831 Ha
- Energy relative to the best compared isomer or geometry (same formula, charge and spin): 573.41 kJ/mol
- Gap between HOMO and LUMO (alpha / beta): 7.78 / 7.78 eV
- Highest occupied orbital energy (alpha / beta): -7.17 / -7.17 eV
- E_LUMO (alpha / beta): 0.62 / 0.62 eV

[5]
Entry from OMol25: a single C4H10N2O molecule at a distorted geometry (ωB97M-V/def2-TZVPD).

The geometry in ORCA input format:
```
! RIJCOSX wB97M-V def2-TZVPD def2/J DEFGRID3
* xyz 0 1
C -1.32 -1.97 -0.28
C 0.10 -1.46 -0.67
N 0.92 -0.71 0.38
C 0.92 0.54 0.79
O 2.00 1.02 1.24
C -0.22 1.49 0.44
N 0.23 2.91 0.15
H -1.20 -2.68 0.47
H -1.75 -2.43 -1.17
H -2.00 -1.13 0.18
H 0.71 -2.27 -1.03
H 0.01 -0.80 -1.59
H 1.77 -1.15 0.74
H -0.72 1.54 1.38
H -0.70 1.17 -0.42
H 1.25 2.87 0.25
H 0.02 3.06 -0.85
*
```

- Max |F|: 0.0935 hartree/bohr
- DFT total energy: -343.1337 Ha
- SMILES string: CCNC(=O)CN
- Energy relative to the best compared isomer or geometry (same formula, charge and spin): 177.91 kJ/mol
- Gap between HOMO and LUMO: 10.15 eV
- Highest occupied orbital energy: -9.40 eV
- E_LUMO: 0.75 eV

[6]
Entry from OMol25: 2 unconnected molecules or ions with the total composition C4H10N2O (ωB97M-V/def2-TZVPD).

The geometry in ORCA input format:
```
! RIJCOSX wB97M-V def2-TZVPD def2/J DEFGRID3
* xyz 0 1
C 0.22 0.49 -0.08
C -0.12 -0.06 -1.24
N 0.37 -1.28 -1.71
C 0.59 -1.41 -3.14
H 1.07 0.09 0.47
H -0.38 1.30 0.30
H -0.71 0.46 -1.98
H 1.14 -1.61 -1.15
H 0.80 -2.45 -3.38
H -0.32 -1.16 -3.68
H 1.40 -0.79 -3.53
N 0.02 1.31 3.26
C -1.32 1.03 3.16
O -2.05 1.41 2.27
H 0.49 0.82 4.00
H 0.53 1.35 2.39
H -1.72 0.51 4.05
*
```

- Max |F|: 0.0160 hartree/bohr
- DFT total energy: -343.1286 Ha
- SMILES string: C=CNC.NC=O
- Energy relative to the best compared isomer or geometry (same formula, charge and spin): 191.37 kJ/mol
- Gap between HOMO and LUMO: 9.11 eV
- Highest occupied orbital energy: -8.11 eV
- E_LUMO: 1.00 eV

Question: Look up the DFT total energy of the first one.
Answer: -343.0602 Ha

Question: DFT total energy of number 2 (C4H10N2O)?
Answer: -343.0896 Ha

Question: Which of these has the lowest energy relative to the best compared isomer or geometry (same formula, charge and spin)?
Answer: number 5

Question: What is the energy relative to the best compared isomer or geometry (same formula, charge and spin) in the third record?
Answer: 179.63 kJ/mol